The following is a DFT calculation (ωB97M-V/def2-TZVPD) of a structure of composition C57H54AsN4O4PPtSb.

Atoms and positions in Å:
Pt  -0.119  -1.073  1.408
O  4.688  -0.432  6.544
C  4.363  -1.583  6.317
O  4.457  -2.721  6.716
C  3.359  -1.546  5.000
C  3.720  -0.791  3.903
C  2.820  -0.751  2.855
N  1.643  -1.383  2.894
C  1.350  -2.148  3.944
C  2.193  -2.265  5.046
C  0.061  -2.987  3.902
O  0.005  -3.943  4.651
O  -0.833  -2.554  3.096
H  4.656  -0.255  3.858
H  3.050  -0.195  1.956
H  1.921  -2.923  5.858
N  2.167  -5.995  -7.890
C  2.093  -5.681  -6.788
C  2.001  -5.274  -5.415
C  2.843  -5.831  -4.457
C  2.759  -5.424  -3.138
C  1.838  -4.454  -2.763
C  0.990  -3.903  -3.719
C  1.069  -4.312  -5.036
N  1.770  -4.018  -1.412
C  2.640  -4.331  -0.387
C  2.215  -3.642  0.704
N  1.099  -2.915  0.376
C  0.857  -3.160  -0.888
H  3.561  -6.585  -4.747
H  3.413  -5.879  -2.408
H  0.265  -3.148  -3.450
H  0.408  -3.885  -5.777
H  3.477  -4.995  -0.500
H  2.635  -3.643  1.695
H  0.024  -2.747  -1.430
C  -1.714  -1.270  0.229
C  -2.733  -1.522  -0.435
C  -3.890  -1.827  -1.161
C  -4.579  -3.029  -0.894
C  -5.719  -3.340  -1.602
C  -6.188  -2.467  -2.582
C  -5.517  -1.275  -2.854
C  -4.376  -0.951  -2.152
H  -4.200  -3.693  -0.128
H  -6.247  -4.260  -1.397
H  -7.082  -2.716  -3.138
H  -5.892  -0.605  -3.614
H  -3.846  -0.031  -2.355
C  -0.276  1.519  -0.827
C  -0.121  2.899  -1.456
As  1.402  3.172  -2.713
C  0.751  4.875  -3.417
C  -0.578  5.115  -3.763
C  -0.972  6.363  -4.220
C  -0.042  7.389  -4.332
C  1.282  7.160  -3.991
C  1.674  5.909  -3.536
C  0.833  1.897  -4.087
C  0.241  2.268  -5.291
C  -0.091  1.307  -6.238
C  0.171  -0.033  -5.998
C  0.784  -0.411  -4.811
C  1.120  0.549  -3.868
P  0.838  1.009  0.543
C  0.795  2.341  1.768
C  1.841  2.537  2.670
C  1.717  3.455  3.701
C  0.548  4.188  3.847
C  -0.500  3.994  2.959
C  -0.384  3.068  1.935
C  2.502  0.987  -0.193
C  3.397  2.054  -0.157
C  4.652  1.925  -0.733
C  5.020  0.743  -1.359
C  4.126  -0.317  -1.419
C  2.878  -0.198  -0.831
H  -0.173  0.732  -1.580
H  -1.285  1.400  -0.421
H  -0.037  3.681  -0.699
H  -1.025  3.102  -2.032
H  -1.316  4.325  -3.691
H  -2.005  6.536  -4.491
H  -0.351  8.363  -4.688
H  2.009  7.957  -4.078
H  2.709  5.730  -3.270
H  0.050  3.312  -5.503
H  -0.550  1.611  -7.170
H  -0.079  -0.777  -6.743
H  1.025  -1.452  -4.632
H  1.643  0.252  -2.963
H  2.756  1.966  2.578
H  2.540  3.602  4.388
H  0.456  4.905  4.652
H  -1.412  4.569  3.062
H  -1.208  2.915  1.250
H  3.111  2.993  0.297
H  5.341  2.759  -0.706
H  6.002  0.650  -1.804
H  4.406  -1.239  -1.913
H  2.179  -1.025  -0.850
C  -3.846  2.350  3.055
C  -3.035  1.737  4.188
Sb  -1.994  -0.104  3.611
C  -3.684  -1.322  3.037
C  -4.824  -1.272  4.047
C  -1.573  -0.889  5.588
C  -2.318  -0.201  6.726
H  -4.410  3.216  3.408
H  -4.565  1.636  2.648
H  -3.208  2.687  2.238
H  -3.678  1.435  5.015
H  -2.284  2.425  4.577
H  -3.262  -2.321  2.943
H  -4.000  -0.986  2.048
H  -4.515  -1.677  5.011
H  -5.666  -1.873  3.697
H  -5.189  -0.255  4.200
H  -0.495  -0.808  5.736
H  -1.817  -1.949  5.525
H  -2.061  0.856  6.801
H  -2.047  -0.673  7.672
H  -3.399  -0.285  6.617

Properties
Frontier orbital gap (alpha / beta) (eV): 6.76 / 4.74
Molar mass (g/mol): 1281.82
Net charge: +1
Multiplicity: 5
Total energy (Ha): -5660.7260